(1)
C30H60F8InN2O24S10 as an isolated structure in a non-equilibrium geometry, computed with wB97M-V/def2-TZVPD.

electronic energy = -219446.632 eV
HOMO-LUMO gap = 1.9 eV
total charge = +1
E_HOMO = -0.435 Eh

Geometry as XYZ:
```
135
Properties=species:S:1:pos:R:3:mulliken_charge:R:1
In 16.8373 -5.0995 10.6081 1.47
C 13.6017 -2.3922 13.5883 0.64
F 12.9602 -2.9121 12.5741 -0.17
F 13.2684 -1.1169 13.7897 -0.18
F 13.3311 -3.0418 14.7066 -0.16
S 15.5168 -2.4301 13.1264 0.50
O 15.5885 -2.2968 11.6975 -0.34
O 16.0851 -1.3515 13.9202 -0.48
N 16.0260 -4.0582 13.3755 -0.13
S 16.2822 -4.2271 14.9307 0.73
O 17.6837 -4.5263 15.1209 -0.40
O 15.7988 -3.1897 15.8671 -0.45
C 15.3217 -5.8658 15.3259 0.47
F 16.0112 -6.9363 14.8642 -0.20
F 15.2767 -6.0354 16.6284 -0.18
F 14.1035 -5.8320 14.7337 -0.18
N 19.4817 -3.9733 10.7729 0.54
S 19.8908 -2.7193 11.5484 -0.12
O 20.0767 -1.5010 10.7751 -0.38
O 20.5959 -2.8120 12.7905 -0.04
F 18.3412 -2.5256 11.9851 0.23
S 21.0277 -4.2466 10.1576 0.23
O 22.0837 -4.6524 11.1140 -0.73
O 21.4002 -3.5531 8.9465 -0.50
F 20.6083 -5.6924 9.5834 0.00
C 24.1755 -9.5118 12.5659 -0.84
C 23.3565 -8.2088 12.3095 -0.24
C 22.3253 -8.5436 11.2353 -0.19
S 21.7100 -10.2450 11.5362 1.30
O 21.7730 -11.1118 10.3355 -0.69
O 20.4775 -10.1466 12.3632 -0.68
C 23.1486 -10.6504 12.6147 -0.88
H 24.8418 -9.4350 13.4244 0.42
H 24.8512 -9.6315 11.7180 0.32
H 23.9350 -7.3750 11.9105 0.46
H 22.9963 -7.8636 13.2788 -0.15
H 22.6909 -8.5552 10.2086 0.41
H 21.4388 -7.9099 11.2216 -0.01
H 23.3536 -11.6436 12.2157 0.49
H 22.7814 -10.7417 13.6369 0.32
C 19.5640 1.7179 12.2908 0.15
C 19.8294 2.4225 10.9414 -0.89
C 18.8098 1.8943 9.8961 -0.68
S 17.4076 1.0594 10.7804 0.85
O 17.5456 -0.3639 10.6031 -0.80
O 16.1929 1.7961 10.3275 -0.79
C 17.9932 1.6496 12.4035 -0.65
H 20.1275 2.1688 13.1068 0.62
H 19.9615 0.7090 12.1686 -0.34
H 20.8194 2.2200 10.5329 0.27
H 19.7968 3.4932 11.1438 0.38
H 19.2143 1.1653 9.1952 0.34
H 18.3720 2.7740 9.4259 0.43
H 17.5383 1.0294 13.1756 0.20
H 17.7532 2.6889 12.6287 0.44
C 17.5465 -10.6827 7.8407 -0.79
C 18.1514 -9.9960 6.5775 -0.54
C 18.4846 -8.5126 6.9125 -0.51
S 18.9672 -8.4926 8.7058 1.08
O 18.1103 -7.4997 9.4303 -0.64
O 20.4120 -8.3735 8.8448 -0.55
C 18.4502 -10.2664 9.0638 -0.79
H 17.6792 -11.7639 7.8116 0.38
H 16.5010 -10.4545 8.0478 0.32
H 17.6224 -10.1313 5.6352 0.39
H 19.0675 -10.5851 6.5152 0.28
H 17.7037 -7.7527 6.8635 0.29
H 19.2619 -7.9764 6.3676 0.14
H 17.9506 -10.3602 10.0265 0.48
H 19.3471 -10.8723 8.9379 0.32
C 24.9869 -0.0883 9.3468 -0.60
C 26.1735 -0.2488 10.2171 -0.68
C 25.7447 -1.0419 11.5028 -0.80
S 24.4627 -2.2395 11.0380 1.18
O 23.2503 -2.0678 11.8196 -0.52
O 25.0233 -3.5454 10.8990 -0.72
C 24.2463 -1.4727 9.3347 -0.46
H 25.1733 0.2503 8.3280 0.38
H 24.3043 0.6462 9.7769 0.19
H 26.6384 0.6878 10.5243 0.40
H 26.9317 -0.8302 9.6909 0.30
H 25.0891 -0.3328 12.0116 0.27
H 26.4584 -1.4381 12.2233 0.48
H 23.1928 -1.4135 9.0618 0.19
H 24.6687 -2.1424 8.5854 0.39
C 20.6232 0.0677 15.9004 -0.93
C 19.2983 -0.5262 15.3136 1.04
C 18.5652 -1.3260 16.4800 -0.32
S 19.6714 -1.3104 17.9783 1.08
O 19.7848 -2.6658 18.4341 -0.56
O 19.2626 -0.2289 18.9066 -0.63
C 21.1968 -0.6382 17.1502 -0.56
H 20.4355 1.1115 16.1505 0.47
H 21.4007 -0.0163 15.1410 0.39
H 19.3805 -1.0987 14.3901 -0.66
H 18.6589 0.2912 14.9791 -0.08
H 18.6111 -2.3250 16.0466 -0.26
H 17.5609 -1.1433 16.8599 0.64
H 21.8276 -1.4434 16.7725 0.10
H 21.8145 0.0020 17.7780 0.51
C 21.5441 -4.8287 5.7921 0.32
C 20.6567 -5.1079 4.6410 -0.42
C 21.4566 -4.7069 3.4080 -0.92
S 23.3024 -4.8317 3.8137 1.11
O 23.8487 -3.4866 3.6511 -0.65
O 23.8466 -6.0165 3.1466 -0.64
C 22.9995 -5.2234 5.5255 -0.81
H 21.2548 -5.2994 6.7317 -0.17
H 21.4766 -3.7424 5.8739 0.23
H 19.7040 -4.5794 4.6248 0.13
H 20.5070 -6.1873 4.5791 0.24
H 21.2633 -3.6602 3.1703 0.37
H 21.2711 -5.2016 2.4550 0.48
H 23.6274 -4.6986 6.2441 0.37
H 23.0241 -6.3101 5.6053 0.41
C 18.1127 -3.6330 7.2258 -0.28
C 17.5131 -2.3462 7.8987 -0.37
O 17.1869 -2.5091 9.2584 0.08
O 17.4115 -4.8039 7.6332 -0.40
H 19.1850 -3.7685 7.3702 -0.16
H 18.0347 -3.5057 6.1452 0.53
H 16.6315 -1.9893 7.3652 0.38
H 18.3112 -1.6023 7.9013 0.26
H 17.3923 -1.6733 9.6999 0.19
H 17.0084 -5.1432 6.8304 0.21
C 22.0117 -5.5302 15.1343 -0.61
C 21.6227 -4.1261 15.6276 0.21
O 22.0827 -3.0460 14.7604 -0.46
O 21.4414 -5.8004 13.8954 -0.25
H 21.8246 -6.3079 15.8746 0.50
H 23.0867 -5.6105 14.9596 0.35
H 21.9343 -3.8119 16.6237 0.52
H 20.5379 -4.0248 15.7126 -0.22
H 21.6551 -3.1498 13.8985 0.51
H 21.9112 -5.3325 13.1966 0.10
```

(2)
C30H60N10O8S as an isolated structure in a non-equilibrium geometry, computed with wB97M-V/def2-TZVPD.

electronic energy = -74201.775 eV
HOMO-LUMO gap = 7.9 eV
total charge = 0
E_HOMO = -0.299 Eh

Geometry as XYZ:
```
109
Properties=species:S:1:pos:R:3:mulliken_charge:R:1
N -1.8396 -0.6433 2.2284 -0.65
C -2.5388 -1.8852 1.8601 -1.09
C -1.5747 -2.7372 0.9815 0.89
O -1.9887 -4.1018 0.8737 -0.53
C -1.4035 -2.0930 -0.4481 -1.47
C 0.1169 -2.0795 -0.7257 0.91
C 0.8283 -0.9688 -0.4186 -0.04
C 2.2681 -0.9409 -0.6291 -0.72
C 2.8859 -2.0417 -1.1179 -1.17
C 2.1569 -3.2149 -1.4636 0.44
N 2.5934 -4.3834 -1.9634 -0.66
S 1.3061 -5.3376 -2.1337 0.08
N 0.0807 -4.3950 -1.5703 -0.51
C 0.7187 -3.2701 -1.2681 0.78
H -0.9560 -0.8906 2.6686 0.29
H -1.6559 -0.0735 1.4100 0.31
H -3.4904 -1.6969 1.3477 0.49
H -2.7249 -2.4601 2.7795 0.05
H -0.5952 -2.7424 1.4842 -0.15
H -2.8834 -4.0927 0.5089 0.46
H -1.7330 -1.0470 -0.4740 0.39
H -1.8731 -2.6998 -1.2327 0.56
H 0.2736 -0.1273 -0.0010 0.24
H 2.8211 -0.0314 -0.3861 0.50
H 3.9703 -2.0217 -1.2428 0.50
C -1.1746 2.6033 -3.5937 -1.33
C -0.8290 1.2319 -3.0701 0.95
O -1.5254 0.6456 -2.2496 -0.63
N 0.2990 0.6374 -3.5327 0.01
C 1.2625 1.1428 -4.4922 -0.61
H -2.0951 2.9408 -3.1325 0.27
H -0.3859 3.3133 -3.3467 0.34
H -1.3215 2.5698 -4.6737 0.31
H 0.4595 -0.2770 -3.1352 0.02
H 1.3148 0.4523 -5.3346 0.27
H 2.2411 1.1825 -4.0118 0.01
H 0.9952 2.1314 -4.8536 0.37
C -7.6622 -1.1974 3.4962 -1.45
C -6.2758 -0.8088 3.0416 0.83
O -5.3442 -1.5963 3.0488 -0.57
N -6.0826 0.4672 2.6143 -0.11
C -7.0504 1.5433 2.5293 -0.91
H -7.6535 -2.2391 3.8045 0.30
H -7.9684 -0.5861 4.3464 0.39
H -8.3759 -1.0831 2.6790 0.37
H -5.1324 0.6530 2.3280 0.23
H -7.1141 1.8820 1.4935 0.29
H -6.7110 2.3752 3.1495 0.29
H -8.0335 1.2272 2.8627 0.35
C 6.8710 -0.6625 -4.6258 -1.46
C 5.5800 -0.1148 -4.0711 0.93
O 4.5378 -0.1364 -4.7063 -0.59
N 5.6022 0.4167 -2.8178 0.02
C 6.7317 0.5361 -1.9066 -0.90
H 6.6905 -1.0473 -5.6255 0.33
H 7.6225 0.1261 -4.6873 0.36
H 7.2369 -1.4779 -4.0005 0.35
H 4.7034 0.7603 -2.5146 0.05
H 6.5014 -0.0022 -0.9859 0.26
H 6.8873 1.5890 -1.6629 0.28
H 7.6404 0.1318 -2.3399 0.38
C 4.8876 6.1176 -1.1494 -1.37
C 5.4094 4.7115 -1.3138 0.96
O 6.1325 4.1856 -0.4819 -0.63
N 5.0488 4.0289 -2.4322 0.00
C 4.2062 4.4709 -3.5290 -0.80
H 5.2608 6.5255 -0.2142 0.31
H 5.2357 6.7496 -1.9676 0.35
H 3.7971 6.1163 -1.1175 0.35
H 5.4335 3.0980 -2.4754 -0.01
H 3.3514 3.7973 -3.6132 0.18
H 4.7790 4.4248 -4.4566 0.28
H 3.8494 5.4845 -3.3784 0.38
C -4.4542 5.5932 -3.3608 -1.33
C -3.0128 6.0103 -3.2004 0.78
O -2.0941 5.3552 -3.6673 -0.62
N -2.7586 7.1539 -2.5104 -0.17
C -3.7070 8.0579 -1.8873 -0.83
H -4.4934 4.6684 -3.9297 0.28
H -4.9099 5.4199 -2.3849 0.37
H -5.0126 6.3579 -3.9024 0.42
H -1.7766 7.3704 -2.4429 0.23
H -3.5913 9.0506 -2.3258 0.29
H -3.4895 8.1192 -0.8195 0.28
H -4.7300 7.7239 -2.0247 0.32
C 1.6821 -7.7463 3.3190 -1.08
C 2.7911 -6.7979 2.9310 0.69
O 3.9565 -7.0063 3.2345 -0.68
N 2.4517 -5.6901 2.2247 -0.03
C 1.1327 -5.2766 1.7763 -0.35
H 2.1070 -8.5773 3.8754 0.32
H 0.9539 -7.2390 3.9535 0.29
H 1.1899 -8.1396 2.4284 0.31
H 3.2390 -5.1021 1.9998 0.16
H 1.1409 -5.1914 0.6886 -0.07
H 0.9091 -4.2978 2.2044 0.16
H 0.3644 -5.9820 2.0735 0.32
C -2.1263 -3.4938 5.5454 -1.41
C -1.1722 -2.3255 5.5587 0.91
O -0.2956 -2.1963 4.7174 -0.66
N -1.3142 -1.4032 6.5452 -0.18
C -2.2847 -1.3828 7.6220 -0.86
H -1.8861 -4.1367 4.7024 0.26
H -2.0283 -4.0742 6.4643 0.46
H -3.1535 -3.1429 5.4323 0.37
H -0.6442 -0.6522 6.4905 0.24
H -2.8723 -0.4655 7.5519 0.28
H -1.7555 -1.3881 8.5768 0.30
H -2.9511 -2.2378 7.5780 0.33
```

Which of these has the highest electronic energy? C30H60N10O8S